[1]
# C17H23NO4

A single C17H23NO4 molecule at a distorted geometry (wB97M-V/def2-TZVPD, OMol25).

Geometry (Å):
N 1.981 -2.692 0.450
H 0.311 2.709 -0.610
H -2.962 2.015 3.005
H -2.305 2.295 -3.471
H 0.197 -3.798 0.087
C -0.204 -1.836 1.008
C -2.535 1.749 0.929
C 0.526 -2.759 0.035
H -1.053 -1.361 0.521
H -2.860 0.874 -1.481
H -3.479 1.262 0.726
H 0.816 3.483 1.666
H 2.382 0.494 -0.653
O -1.280 3.676 -2.460
C 0.477 -2.284 -1.414
C -2.246 2.174 2.213
C 0.943 -0.836 -1.567
H -0.584 -2.391 1.867
H 3.035 -1.001 1.201
C 2.108 -1.199 0.659
H -1.234 4.083 -1.586
C 2.180 -3.408 1.731
C -2.258 2.678 -2.449
C -0.877 0.593 -2.110
C -0.415 2.569 0.177
C -1.041 2.801 2.483
O 2.812 -3.175 -0.447
C -0.127 2.997 1.462
H -0.814 3.132 3.486
C -1.954 1.491 -1.501
H 3.034 -1.063 -1.238
H 1.173 -2.915 -1.972
C 2.196 -0.577 -0.732
O -0.089 0.083 -1.169
O -0.802 0.341 -3.282
H 2.017 -4.466 1.536
H -0.528 -2.402 -1.822
H 1.153 -0.640 -2.625
H 1.026 -0.815 2.504
C 0.852 -0.798 1.427
H 1.521 -3.060 2.521
H 0.546 0.210 1.157
C -1.625 1.940 -0.104
H 3.221 -3.272 2.016
H -3.237 3.099 -2.176

Output
Multiplicity: 1
HOMO energy (eV): -8.5
SMILES: C[N@+]1([O-])[C@@H]2CC[C@H]1C[C@@H](OC(=O)[C@H](CO)c1ccccc1)C2

[2]
# C41H35BrN4O2ReS5

A molecular structure, C41H35BrN4O2ReS5 (wB97M-V/def2-TZVPD, OMol25).

Geometry (Å):
H -1.965 -3.579 1.470
H 2.421 -5.446 -3.873
C -2.173 0.636 -6.843
H -2.570 0.156 2.295
C 0.168 -3.119 1.643
C 3.686 -2.326 -3.492
S 1.732 2.338 5.269
C -2.886 1.793 -6.752
C -1.345 3.630 2.940
N 0.487 -3.098 -2.800
C 1.653 -1.409 3.485
C -2.256 1.507 -4.535
H -0.407 -7.091 -0.256
C -2.578 2.903 -1.046
H 5.512 -3.495 -6.092
C 0.492 3.732 7.001
N -0.979 1.101 -1.071
H -3.321 4.968 1.572
C 2.882 -3.436 -3.265
C -0.315 2.864 3.454
C -3.210 3.938 -0.274
Re 0.297 -0.093 0.147
S 0.898 -1.482 1.850
H -3.439 3.210 -5.169
H 0.073 -3.563 2.633
H 2.398 -2.206 3.502
H 0.372 -2.581 4.804
H -3.590 -1.258 2.159
C -2.814 2.686 -2.410
C -2.020 -1.518 3.576
H -3.552 3.292 -2.918
H 2.402 2.804 7.561
C 0.512 -6.530 -0.369
H 0.237 4.235 7.921
C 3.030 -4.569 -4.060
C -1.175 0.954 -2.371
C -1.643 2.088 -0.412
H 3.599 -1.443 -2.872
C -2.554 -0.935 2.265
H -3.960 4.552 -0.754
H -1.645 -2.536 3.472
C 1.900 -2.293 -1.193
N -0.292 1.536 1.449
H 3.807 -4.586 -0.877
S -0.832 -0.514 4.519
C 2.847 -6.233 0.106
C 4.773 -3.478 -5.303
H 5.262 -1.488 -4.674
C 0.237 3.062 4.791
H 0.996 1.216 3.001
S -1.562 0.141 -5.333
C 0.183 1.827 2.646
C -2.858 4.167 1.010
S -1.853 -1.372 0.620
C 1.724 -4.707 -1.381
C -0.187 -2.151 -2.123
O 2.837 -2.078 -0.471
C -1.194 -3.035 0.925
C 0.649 -1.541 4.630
C 1.781 -3.425 -2.220
C 0.542 -5.415 -1.201
H -0.583 0.208 -2.873
H -1.756 4.450 3.516
H 3.752 -6.558 0.603
C -0.301 3.773 5.828
C 1.661 -6.935 0.292
O -1.347 -1.819 -2.260
C -2.933 2.292 -5.432
H -1.979 0.043 -7.722
C 4.631 -2.351 -4.508
H 1.640 -7.808 0.931
H -2.887 -1.603 4.232
H 0.866 -3.725 1.060
H -3.355 2.271 -7.598
H 0.059 -3.618 -3.549
N 0.689 -1.590 -1.150
C -1.843 3.378 1.652
H -1.243 4.301 5.770
H 2.184 -0.457 3.502
H -1.125 -3.486 -0.064
Br 2.227 1.143 -0.504
C 3.969 -4.587 -5.079
C 1.620 2.990 6.842
H -0.360 -5.125 -1.727
C 2.882 -5.128 -0.728
C -2.095 1.729 -3.104
C -1.279 2.322 0.938
H 1.140 -1.200 5.543
H 4.079 -5.472 -5.692

Output
Total charge: +2
Multiplicity: 2
HOMO energy (spin up / spin down) (eV): -12.7 / -12.7

[3]
# C20H56N2O12

7 unconnected molecules or ions with the total composition C20H56N2O12 at a distorted geometry (wB97M-V/def2-TZVPD, OMol25).

Geometry (Å):
H 10.963 19.659 16.651
C 12.823 18.187 20.593
H 10.119 18.133 16.756
H 14.026 17.186 15.592
H 8.205 10.477 14.778
O 10.586 15.518 14.714
H 15.918 17.277 19.683
H 5.306 13.131 13.526
C 13.215 17.579 16.205
H 8.888 20.621 17.137
H 5.911 16.623 12.666
C 6.965 17.998 11.632
H 9.041 8.925 10.479
C 6.990 7.948 7.806
H 9.290 20.924 14.856
O 6.489 11.512 13.930
O 13.328 17.324 17.601
H 7.676 20.067 9.240
H 9.060 9.551 12.787
H 8.569 11.830 13.800
C 7.235 18.474 10.252
H 8.706 15.579 14.106
C 8.034 9.342 10.440
H 7.363 8.497 10.595
H 12.400 16.133 21.231
C 10.021 19.164 16.416
H 8.756 11.875 11.018
C 7.879 9.823 9.012
H 6.887 10.184 8.740
H 14.624 17.828 21.486
H 12.554 18.844 19.765
H 14.575 16.150 19.607
H 8.566 10.633 8.768
N 14.241 18.032 20.574
O 6.243 16.743 11.774
N 7.800 10.453 11.387
O 8.932 19.666 17.218
H 12.514 18.719 21.493
H 12.101 14.925 17.439
C 8.051 9.962 12.781
H 15.372 17.092 17.389
C 7.857 11.010 13.894
H 9.751 15.134 10.527
H 10.202 18.374 14.379
H 6.306 18.743 12.077
C 9.305 14.730 9.618
C 11.355 14.152 17.622
H 7.612 13.841 10.509
O 10.767 17.103 20.858
H 6.390 18.307 9.584
O 8.147 8.731 8.091
H 10.467 14.640 18.024
H 10.091 18.748 19.796
C 14.683 17.641 18.031
H 11.775 13.502 18.389
H 7.930 17.883 12.125
H 7.987 17.871 9.743
H 7.241 9.259 12.975
H 10.690 14.603 14.984
H 11.979 12.930 16.209
H 10.022 17.160 18.959
C 9.674 19.138 14.949
C 9.907 17.680 19.911
H 6.828 10.722 11.332
H 10.851 15.505 8.707
H 8.918 17.392 20.269
C 8.480 13.472 9.963
H 6.291 12.760 12.232
O 7.671 19.811 10.165
H 12.254 17.157 15.912
H 7.040 13.540 13.656
H 9.686 14.574 13.106
H 12.128 16.338 19.503
H 14.817 18.721 17.971
H 9.684 16.303 12.849
C 6.322 12.792 13.321
H 8.558 15.429 9.242
O 11.149 13.342 16.462
C 14.846 17.200 19.503
C 12.075 16.841 20.469
H 8.617 18.942 14.770
H 6.223 8.382 7.164
H 7.260 6.975 7.396
H 8.142 13.001 9.040
H 6.494 7.747 8.755
O 9.247 12.683 10.850
C 9.681 15.534 13.622
O 10.375 14.672 8.673
O 9.954 20.370 14.439
H 13.335 18.661 16.148

Output
Multiplicity: 1
HOMO energy (eV): -8.1
SMILES: COCCNCCOC.COCCNCCOC.OCCO.OCCO.OCCO.CO.CO

[4]
# C32H47N5O2P2SeTi

A molecular structure, C32H47N5O2P2SeTi (wB97M-V/def2-TZVPD, OMol25).

Geometry (Å):
C -1.103 -0.467 -4.132
C -1.982 4.651 1.617
C -2.187 -1.419 -2.016
N 0.121 -4.716 0.639
H 6.235 -0.538 -1.043
H -4.335 1.700 -1.129
C 3.178 0.521 -0.018
H -2.397 -2.334 -2.573
H -4.197 3.993 4.088
H -0.114 -8.722 -1.679
N -0.319 0.311 -2.161
H 6.061 -0.431 1.499
H 4.698 -1.414 -1.133
C -1.219 -0.564 -2.775
C 0.257 -5.083 2.032
H 0.255 0.823 -5.364
H -0.213 -4.954 -3.735
H -1.357 5.459 1.261
N -0.015 -3.570 -1.205
O 0.235 1.223 4.132
H 2.427 3.845 1.796
Ti -0.123 0.634 -0.222
H -2.518 2.174 -2.077
H 4.552 -1.351 1.387
C -2.767 4.854 2.743
O -0.097 1.027 1.913
P -2.796 0.795 0.558
C -3.252 -0.482 1.770
H -2.744 5.810 3.248
H -0.250 -7.432 -3.759
C -0.175 -6.907 -2.818
H -1.744 0.609 4.073
H -0.740 5.486 -0.986
N 1.398 2.523 2.800
H -0.726 -0.007 5.403
C 0.094 -3.464 0.135
C 0.005 -7.021 -0.398
C 5.153 -0.423 -1.113
H 1.754 2.900 3.663
C -2.022 3.134 -1.950
H 6.374 1.682 0.068
H 4.919 0.078 -2.053
H 0.317 -4.176 2.625
P -0.914 3.120 -0.497
H 2.417 1.381 -2.736
C -2.802 2.391 1.442
C -0.102 0.505 -4.398
H -5.166 1.164 0.335
H -1.832 -1.691 -1.019
C 0.365 0.954 -3.197
C -4.371 0.920 -0.372
C 5.288 1.775 0.083
C -3.598 2.614 2.560
H -0.606 -5.671 2.344
H 0.069 -7.593 0.517
C -1.989 3.429 0.953
C 1.966 0.620 -0.080
H -3.353 -1.420 1.220
H -1.390 3.271 -2.830
H 5.009 2.334 0.979
C -0.764 0.213 4.341
N 1.719 3.153 1.576
C 0.473 1.571 2.876
H 4.978 2.348 -0.792
C -0.056 -4.904 -1.582
H -2.456 -0.618 2.497
C -3.579 3.837 3.215
H 1.318 2.588 -2.141
C 4.638 0.385 0.084
H -4.238 1.825 2.936
C -0.156 -5.522 -2.818
H 0.588 4.938 0.076
H -2.753 3.942 -1.901
H 2.166 2.438 0.985
H 0.610 4.561 -1.652
C 1.490 1.907 -2.976
C 4.979 -0.349 1.388
C 0.025 -5.635 -0.401
C -0.029 4.684 -0.779
H -4.199 -0.269 2.266
H -0.536 -0.676 3.754
H 0.028 -2.768 -1.816
H -3.150 -0.927 -1.877
H -4.617 -0.025 -0.851
C -0.097 -7.642 -1.631
H -1.676 -1.029 -4.853
H 1.646 2.497 -3.879
H 4.583 0.189 2.251
H 1.167 -5.668 2.168
Se 0.266 -1.903 1.112

Output
Total charge: +1
Multiplicity: 2
HOMO energy (spin up / spin down) (eV): -9.7 / -9.7

[5]
# C6H16BrCuO6S2

A molecular structure, C6H16BrCuO6S2 at a distorted geometry (wB97M-V/def2-TZVPD, OMol25).

Geometry (Å):
H 2.456 -0.593 1.067
C 0.812 0.076 -0.217
H 1.238 1.078 -0.255
H -0.166 2.535 2.399
H 4.534 -2.529 -3.524
H -4.313 0.084 -1.019
H -0.068 1.136 3.449
S -3.719 1.052 1.027
H -0.683 2.613 4.127
O -2.316 0.818 1.814
H -2.577 2.631 2.701
C -3.368 0.215 -0.501
H 4.869 -0.945 -2.617
H 1.543 -1.901 0.439
C -0.670 2.021 3.212
H 0.089 0.081 0.593
C 4.507 -1.968 -2.595
H -2.572 1.259 3.875
Cu 0.536 -0.301 -4.411
C 1.920 -0.912 0.169
S 2.758 -1.851 -2.106
H 0.369 -0.206 -1.168
O 2.969 -0.936 -0.806
H -2.668 0.844 -1.054
O 2.198 -3.097 -1.715
O -3.795 2.465 0.722
H -2.800 -0.712 -0.434
Br -1.269 -1.477 -3.028
C -2.138 1.666 2.967
O 2.058 -0.959 -3.009
H 5.017 -2.519 -1.808
O -4.754 0.333 1.704

Output
Total charge: +1
Multiplicity: 2
HOMO energy (spin up / spin down) (eV): -13.1 / -13.1

[6]
# C14H33BBaF4O8

A molecular structure, C14H33BBaF4O8 at a distorted geometry (wB97M-V/def2-TZVPD, OMol25).

Geometry (Å):
C -2.680 -3.722 -0.222
H -1.622 -3.572 4.204
C 4.411 1.651 -0.307
O 2.860 1.829 1.688
C 4.357 -0.381 -1.433
H -1.743 -1.334 5.089
H 4.948 0.010 -2.262
H 0.813 3.761 -2.139
F 3.935 -2.772 1.700
O -4.195 2.092 0.036
B 2.595 -3.212 1.898
H -3.329 -4.590 -0.342
C 0.488 3.688 -3.177
H -2.998 -4.818 2.013
H -0.378 4.340 -3.286
C -0.035 -1.219 -4.604
F 1.955 -3.392 0.676
H 0.277 -1.956 -3.864
C -2.359 -3.289 3.452
H -0.717 -1.529 -5.395
C -4.126 2.970 0.880
H 0.476 1.955 -5.268
H 1.830 1.701 3.292
H 5.065 -0.955 -0.835
H 4.171 2.593 -0.798
H -1.625 0.596 -5.559
C -1.358 0.843 -4.532
H -3.405 -1.198 4.612
F 2.727 -4.427 2.525
H -2.060 0.069 4.204
H 5.491 1.539 -0.408
H 4.955 1.264 1.807
H 3.655 -1.062 -1.913
H 0.861 -0.856 -5.107
C 4.247 1.880 1.253
Ba -0.364 0.008 0.155
C -2.389 -0.966 4.292
O -2.457 -3.102 1.038
H 1.260 4.172 -3.775
H -0.983 2.869 -5.058
H 3.371 2.520 3.564
O 3.623 0.545 -0.622
H -2.963 -2.855 -0.818
C -2.228 -4.053 2.109
O -2.057 -1.887 3.230
F 1.916 -2.246 2.658
H 3.348 0.725 3.349
H -5.740 4.327 0.815
H -2.112 1.156 -3.810
H -6.058 2.772 1.620
H -3.409 -3.324 3.742
O 0.037 2.409 -3.386
C -5.357 3.602 1.533
H -5.240 3.904 2.573
H -1.791 -4.068 -0.748
H 4.618 2.841 1.611
O -3.016 3.294 1.431
C -0.403 2.051 -4.631
C 2.896 1.676 3.065
O -0.689 -0.244 -3.813
H -1.305 -4.623 1.999

Output
Multiplicity: 1
HOMO energy (eV): -7.3

[7]
# C2HCl2NO2

2 unconnected molecules or ions with the total composition C2HCl2NO2 at a distorted geometry (wB97M-V/def2-TZVPD, OMol25).

Geometry (Å):
Cl -1.894 0.563 -0.261
Cl -0.487 0.151 2.520
H -0.359 -0.424 -0.013
O 0.880 0.868 0.364
C 0.101 2.624 1.656
N 0.207 3.724 1.990
C 0.024 1.260 1.326
O 0.673 -0.426 -0.002

Output
Multiplicity: 3
HOMO energy (spin up / spin down) (eV): -8.7 / -11.2

[8]
# C4H4O5Tm

A molecular structure, C4H4O5Tm at a distorted geometry (wB97M-V/def2-TZVPD, OMol25).

Geometry (Å):
H -2.505 -0.463 -0.217
H -1.222 -1.029 0.841
O 1.561 -0.507 -2.916
O 0.449 0.961 3.027
O 1.892 1.443 -1.854
H -0.982 0.675 -1.693
O 1.182 -1.205 3.405
Tm -0.144 2.267 0.714
O 0.765 -0.154 -0.859
C -1.449 -0.774 -0.206
C -0.587 0.375 -0.710
C 1.561 0.227 -1.917
C 0.793 -0.140 3.213
H -1.315 -1.677 -0.827

Output
Total charge: +1
Multiplicity: 3
HOMO energy (spin up / spin down) (eV): -13.1 / -12.2

[9]
# C4H2S

A molecular structure, C4H2S at a distorted geometry (wB97M-V/def2-TZVPD, OMol25).

Geometry (Å):
C 1.301 -0.924 -0.967
C -0.956 -1.550 1.108
H -3.110 -0.394 -1.276
H -0.379 -1.739 0.338
S 1.984 -1.133 0.386
C -2.345 -0.868 -0.777
C -1.724 -1.519 0.065

Output
Multiplicity: 1
HOMO energy (eV): -9.3